Model i:
ORCA calculation (ωB97M-V/def2-TZVPD) on a cluster of 2 separate species, CH2N2S2 in total.

Geometry as ORCA input:
```
! RIJCOSX wB97M-V def2-TZVPD def2/J DEFGRID3
* xyz 0 1
H 1.245 -0.743 0.599
H -3.847 1.452 1.521
S -1.474 0.947 1.695
N 1.881 -0.656 -1.492
N -2.986 1.185 0.957
S -3.225 1.364 -0.650
C 1.472 -0.570 -0.430
*
```

Computed properties:
HOMO-LUMO gap (spin up / spin down)	0.25532 / 0.25525	Eh
SMILES	S=[NH+][S-].C#N
HOMO (spin up / spin down)	-9.347 / -9.346	eV

***

Model ii:
ORCA calculation (ωB97M-V/def2-TZVPD) on a cluster of 2 separate species, CH2N2S2 in total.

Geometry as ORCA input:
```
! RIJCOSX wB97M-V def2-TZVPD def2/J DEFGRID3
* xyz 0 1
N -1.471 -0.289 -0.218
H 2.748 0.967 0.603
S -2.904 -1.048 -0.134
N 1.394 -0.515 -0.240
C 2.000 0.341 0.226
H -0.569 -0.681 -0.511
S -1.198 1.224 0.273
*
```

Computed properties:
HOMO-LUMO gap	0.26288	Eh
SMILES	S=[NH+][S-].C#N
HOMO	-8.781	eV

***

Model iii:
ORCA calculation (ωB97M-V/def2-TZVPD) on a cluster of 2 separate species, CH2N2S2 in total.

Geometry as ORCA input:
```
! RIJCOSX wB97M-V def2-TZVPD def2/J DEFGRID3
* xyz 0 1
S 4.083 0.409 -0.620
C 3.207 0.107 0.600
N -0.245 1.594 -0.969
S -1.594 1.705 -0.204
N 2.502 -0.319 1.466
H 0.225 2.517 -1.193
H 2.275 0.095 2.294
*
```

Computed properties:
HOMO-LUMO gap (spin up / spin down)	0.27299 / 0.27311	Eh
SMILES	N=C=S.N=S
HOMO (spin up / spin down)	-8.703 / -8.703	eV

***

Energy relative to the most stable one, in eV: model i 0.484; model ii 0.227; model iii 0.000

***

Model i:
ORCA calculation (ωB97M-V/def2-TZVPD) on the ion C4H6N2 with charge +2.

Geometry as ORCA input:
```
! RIJCOSX wB97M-V def2-TZVPD def2/J DEFGRID3
* xyz 2 1
N -1.207 -0.155 1.842
N 0.352 -0.140 0.275
C 0.028 -0.463 1.581
H -0.619 1.223 -0.625
H 1.893 0.346 -1.451
H 0.714 -1.157 2.058
H -0.966 -0.356 -1.346
C 1.671 -0.128 -0.443
C -1.845 0.124 0.691
C -0.906 0.211 -0.410
H 2.357 -0.811 0.140
H -2.900 0.121 0.657
*
```

Computed properties:
HOMO-LUMO gap	0.30400	Eh
SMILES	C=[N+]1C=[N+]=CC1
HOMO	-21.850	eV

***

Model ii:
ORCA calculation (ωB97M-V/def2-TZVPD) on the ion C4H6N2 with charge +2.

Geometry as ORCA input:
```
! RIJCOSX wB97M-V def2-TZVPD def2/J DEFGRID3
* xyz 2 1
H -2.520 0.182 -0.790
H 1.307 -0.343 -1.913
C -0.430 0.103 1.138
N 1.564 -0.449 0.334
C 0.942 -0.121 -0.756
C -1.443 0.280 -1.099
H 1.145 -0.178 2.655
C 0.795 -0.244 1.516
H -1.314 0.295 1.727
N -0.448 0.164 -0.320
H 2.603 -0.595 0.333
H -1.529 0.427 -2.172
*
```

Computed properties:
HOMO-LUMO gap	0.32265	Eh
SMILES	C=[N+]1C=C[NH+]=C1
HOMO	-20.880	eV

***

Energy relative to the most stable one, in eV: model i 2.389; model ii 0.000

***

Model i:
ORCA calculation (ωB97M-V/def2-TZVPD) on a cluster of 2 separate species, C2H4ClN2 in total.

Geometry as ORCA input:
```
! RIJCOSX wB97M-V def2-TZVPD def2/J DEFGRID3
* xyz 1 1
H 1.043 -0.471 -0.729
Cl -3.789 3.151 1.827
H 0.143 -1.699 0.151
C -1.125 1.169 0.578
N -1.837 2.167 0.832
H 1.247 -0.612 1.055
N -0.525 0.182 0.357
H -1.906 2.963 0.223
C 0.539 -0.677 0.222
*
```

Computed properties:
HOMO-LUMO gap (spin up / spin down)	0.22646 / 0.22988	Eh
HOMO (spin up / spin down)	-15.896 / -15.909	eV

***

Model ii:
ORCA calculation (ωB97M-V/def2-TZVPD) on the ion C2H4ClN2 with charge +1.

Geometry as ORCA input:
```
! RIJCOSX wB97M-V def2-TZVPD def2/J DEFGRID3
* xyz 1 1
H 1.288 0.803 0.600
N -0.488 0.434 -1.399
C -0.603 -0.855 -0.886
Cl -0.870 -2.433 -1.220
H -0.031 1.260 1.739
N -0.570 0.113 0.027
H 0.431 -0.443 1.784
C 0.373 0.404 1.112
H 0.471 0.717 -1.758
*
```

Computed properties:
HOMO-LUMO gap	0.33334	Eh
SMILES	CN1[NH+]=C1Cl
HOMO	-15.421	eV

***

Energy relative to the most stable one, in eV: model i 0.797; model ii 0.000

***

Model i:
ORCA calculation (ωB97M-V/def2-TZVPD) on a cluster of 2 separate species, CH2N2O2 in total.

Geometry as ORCA input:
```
! RIJCOSX wB97M-V def2-TZVPD def2/J DEFGRID3
* xyz 0 1
N -1.083 -1.172 -0.132
C -0.195 -0.353 0.016
H 0.842 -0.687 0.068
O -2.729 1.146 -0.031
O -4.090 -0.566 0.150
N -3.088 0.025 0.039
H -0.359 0.728 0.100
*
```

Computed properties:
HOMO-LUMO gap (spin up / spin down)	0.34316 / 0.33468	Eh
HOMO (spin up / spin down)	-9.742 / -9.899	eV

***

Model ii:
ORCA calculation (ωB97M-V/def2-TZVPD) on a cluster of 2 separate species, CH2N2O2 in total.

Geometry as ORCA input:
```
! RIJCOSX wB97M-V def2-TZVPD def2/J DEFGRID3
* xyz 0 1
C 1.450 0.219 0.115
H 1.914 -0.213 1.041
N -0.987 -0.961 -0.222
O -2.939 0.107 -0.086
O 1.038 1.306 0.290
H 1.472 -0.031 -0.987
N -1.948 -0.428 -0.151
*
```

Computed properties:
HOMO-LUMO gap	0.40114	Eh
SMILES	N#[N+][O-].C=O
HOMO	-9.928	eV

***

Model iii:
ORCA calculation (ωB97M-V/def2-TZVPD) on the molecule CH2N2O2.

Geometry as ORCA input:
```
! RIJCOSX wB97M-V def2-TZVPD def2/J DEFGRID3
* xyz 0 1
O 0.813 -0.103 0.077
N 1.769 -0.937 -0.018
N -0.363 -0.654 0.057
C -1.394 0.416 0.026
H 2.604 -0.490 -0.043
H -0.863 1.518 -0.096
O -2.566 0.249 -0.005
*
```

Computed properties:
HOMO-LUMO gap (spin up / spin down)	0.35308 / 0.32653	Eh
HOMO (spin up / spin down)	-10.612 / -10.489	eV

***

Model iv:
ORCA calculation (ωB97M-V/def2-TZVPD) on a cluster of 2 separate species, CH2N2O2 in total.

Geometry as ORCA input:
```
! RIJCOSX wB97M-V def2-TZVPD def2/J DEFGRID3
* xyz 0 1
N -0.037 -0.779 0.529
O -2.057 0.622 0.010
O 1.194 1.131 0.181
H 1.072 -0.624 -1.120
H 0.528 -1.037 -0.771
C -1.008 0.176 0.405
N 0.308 0.511 0.766
*
```

Computed properties:
HOMO-LUMO gap (spin up / spin down)	0.29861 / 0.29859	Eh
SMILES	O=c1n[n+]1[O-].[H][H]
HOMO (spin up / spin down)	-10.254 / -10.254	eV

***

Energy relative to the most stable one, in eV: model i 2.407; model ii 0.000; model iii 2.702; model iv 4.168

***

Model i:
ORCA calculation (ωB97M-V/def2-TZVPD) on a cluster of 2 separate species, CH2N2O2 in total.

Geometry as ORCA input:
```
! RIJCOSX wB97M-V def2-TZVPD def2/J DEFGRID3
* xyz 0 1
C -0.691 0.012 -0.059
N 0.243 -1.032 -0.044
O 1.283 -0.061 -0.241
H 0.267 -1.852 -0.636
N 0.344 0.965 -0.233
O -1.876 0.056 0.018
H 0.430 1.911 1.195
*
```

Computed properties:
HOMO-LUMO gap (spin up / spin down)	0.30402 / 0.30424	Eh
HOMO (spin up / spin down)	-9.689 / -9.691	eV

***

Model ii:
ORCA calculation (ωB97M-V/def2-TZVPD) on the molecule CH2N2O2.

Geometry as ORCA input:
```
! RIJCOSX wB97M-V def2-TZVPD def2/J DEFGRID3
* xyz 0 1
O 1.298 0.976 -1.693
H -0.262 -0.024 1.108
O 1.811 1.063 2.308
H -0.268 -0.453 -1.235
N 1.747 0.846 1.140
N 0.646 0.366 0.623
C 0.605 0.319 -1.026
*
```

Computed properties:
HOMO-LUMO gap	0.35172	Eh
SMILES	O=CNN=O
HOMO	-9.424	eV

***

Energy relative to the most stable one, in eV: model i 3.049; model ii 0.000

***

Model i:
ORCA calculation (ωB97M-V/def2-TZVPD) on a cluster of 2 separate species, C8H17N2S in total.

Geometry as ORCA input:
```
! RIJCOSX wB97M-V def2-TZVPD def2/J DEFGRID3
* xyz 1 1
H -1.607 1.792 0.689
N 0.810 0.570 0.165
C 3.741 -1.745 0.277
H 2.807 1.004 0.800
S 0.847 -1.881 -0.376
H -0.937 0.857 1.903
H -0.374 2.131 -2.212
H 4.000 -2.188 -0.755
N 0.108 2.607 -1.508
C -0.049 -0.433 -0.155
C -1.655 0.879 1.132
H -2.970 -1.566 1.032
H 3.826 -2.495 1.030
C -1.883 -1.617 0.885
H 0.554 1.557 0.309
H 4.526 -0.958 0.458
H -1.342 -1.642 2.022
H -2.706 0.779 1.548
H -3.087 -0.802 -1.295
H -2.888 0.855 -0.905
H 1.122 2.467 -1.827
C -2.358 -0.071 -1.014
H -1.711 0.166 -1.919
C 2.345 -1.140 0.140
H -0.124 3.624 -1.542
C 2.138 0.185 0.474
H -1.603 -2.552 0.506
C -1.531 -0.384 0.138
*
```

Computed properties:
HOMO-LUMO gap	0.35406	Eh
HOMO	-13.464	eV

***

Model ii:
ORCA calculation (ωB97M-V/def2-TZVPD) on the ion C8H17N2S with charge +1.

Geometry as ORCA input:
```
! RIJCOSX wB97M-V def2-TZVPD def2/J DEFGRID3
* xyz 1 1
H -1.489 0.857 -0.499
C -2.850 -0.465 0.118
H 1.938 -2.303 1.277
H -2.774 -0.185 -1.939
H -3.865 -1.465 -1.607
C 2.292 -1.978 0.313
H 3.274 -2.317 -0.056
H -2.532 1.448 1.818
H -1.353 0.468 2.367
H 4.379 -0.455 0.251
C 3.657 0.058 -0.197
H -0.883 2.023 1.559
H 1.590 -2.345 -0.292
H 3.584 1.144 0.225
C -2.946 -1.043 -1.303
N 2.337 -0.572 0.064
C 0.732 2.264 -0.803
H 3.934 0.258 -1.167
C -1.589 0.286 0.341
S -0.277 -0.998 0.285
H -2.895 -1.215 0.911
H 0.354 3.283 -0.481
C 1.159 0.017 0.055
H 0.933 2.445 -1.902
H -2.333 -1.913 -1.508
H -3.750 0.186 0.579
C -1.600 1.159 1.576
N 0.972 1.359 0.019
*
```

Computed properties:
HOMO-LUMO gap	0.36063	Eh
HOMO	-13.631	eV

***

Energy relative to the most stable one, in eV: model i 0.000; model ii 2.009

***

Model i:
ORCA calculation (ωB97M-V/def2-TZVPD) on a cluster of 2 separate species, C4H13N3 in total.

Geometry as ORCA input:
```
! RIJCOSX wB97M-V def2-TZVPD def2/J DEFGRID3
* xyz 0 1
H -1.285 -1.381 1.357
N 0.027 0.219 1.666
C 1.925 0.691 -1.249
H -1.957 0.373 -0.016
H -1.799 -0.294 2.647
C -1.666 1.308 0.473
H 2.129 1.440 -0.484
H -0.082 -1.980 -1.252
H 2.869 0.194 -1.527
N -0.345 1.248 1.060
H 1.499 -1.824 -2.046
H 0.137 -0.837 -2.591
C -0.926 -0.755 2.181
H 1.555 1.207 -2.144
H 0.878 -0.398 0.476
N 0.910 -0.212 -0.763
H -0.415 -1.356 2.931
C 0.612 -1.265 -1.699
H -2.408 1.525 1.250
H -1.658 2.099 -0.270
*
```

Computed properties:
HOMO-LUMO gap	0.29809	Eh
SMILES	C/N=N\C.CNC
HOMO	-7.642	eV

***

Model ii:
ORCA calculation (ωB97M-V/def2-TZVPD) on a cluster of 2 separate species, C4H13N3 in total.

Geometry as ORCA input:
```
! RIJCOSX wB97M-V def2-TZVPD def2/J DEFGRID3
* xyz 0 1
H -0.070 -2.215 1.086
H 1.183 -1.371 -0.999
C 0.382 -0.682 -0.714
N -0.640 -2.757 -0.234
N 0.926 2.230 -0.111
H -0.551 3.566 -1.022
H -1.486 -3.323 -0.144
H -1.712 -0.918 -0.327
C -0.907 -1.487 -0.809
H -0.028 0.531 1.060
C 0.629 -0.295 0.768
C -0.393 2.893 -0.172
H 1.641 2.953 0.019
H -1.150 -1.563 -1.880
H 0.401 0.208 -1.334
H 1.326 -1.710 2.036
H -0.852 1.926 -0.424
H 1.646 0.096 0.804
N 0.435 -1.418 1.646
H -0.781 3.336 0.750
*
```

Computed properties:
HOMO-LUMO gap	0.12469	Eh
HOMO	-6.776	eV

***

Energy relative to the most stable one, in eV: model i 0.000; model ii 4.269

***

Model i:
ORCA calculation (ωB97M-V/def2-TZVPD) on the molecule C4H13N3.

Geometry as ORCA input:
```
! RIJCOSX wB97M-V def2-TZVPD def2/J DEFGRID3
* xyz 0 1
C -1.991 0.187 0.580
H 0.140 -2.180 -0.457
N 2.717 0.604 -0.861
H -2.433 -0.777 0.784
H -2.091 0.406 -0.486
H 2.091 -0.828 0.508
H -0.008 0.791 -0.925
C 0.196 -1.292 -1.099
H -2.803 0.695 2.327
C 1.822 0.160 0.148
H 2.767 0.102 -1.731
N -0.536 0.069 0.839
H 1.878 0.957 0.892
H -0.360 -0.716 1.460
H -0.697 -1.349 -1.733
N -2.648 1.135 1.443
H -2.128 1.988 1.526
C 0.368 0.006 -0.322
H 1.010 -1.535 -1.783
H 2.708 1.577 -1.107
*
```

Computed properties:
HOMO-LUMO gap	0.35344	Eh
SMILES	C[C@H](CN)NCN
HOMO	-8.526	eV

***

Model ii:
ORCA calculation (ωB97M-V/def2-TZVPD) on a cluster of 2 separate species, C4H13N3 in total.

Geometry as ORCA input:
```
! RIJCOSX wB97M-V def2-TZVPD def2/J DEFGRID3
* xyz 0 1
H -2.817 0.134 -1.465
C -0.584 -0.018 -2.549
H 0.404 0.534 2.279
H 0.768 -1.184 2.531
H 0.076 -0.656 -2.972
C -2.050 0.036 -0.663
C 1.206 -1.492 1.578
H 2.509 2.158 0.821
C 1.500 1.954 1.241
N -1.082 -0.697 -1.353
H 1.932 -2.271 1.638
N 1.679 -0.346 0.945
H -0.357 -1.091 -0.849
H -2.329 -0.586 0.182
H 0.371 -1.884 0.891
N 1.134 0.708 1.508
H -0.081 0.802 -2.123
H -1.447 0.212 -3.204
H -1.804 0.954 -0.249
H 0.973 2.733 1.812
*
```

Computed properties:
HOMO-LUMO gap	0.30805	Eh
HOMO	-7.505	eV

***

Energy relative to the most stable one, in eV: model i 0.000; model ii 3.717